Density functional theory data (the ωB97M-V functional and the def2-TZVPD basis) for a molecular structure, C60H46F3NO2SSbV.

Output
* HOMO level (spin up / spin down): -12.31 / -12.31 eV
* E: -4400.62102 Ha
* charge: +2
* lowest unoccupied orbital energy (spin up / spin down): -8.037 / -8.038 eV

The geometry in XYZ format:
```
115
Properties=species:S:1:pos:R:3:mulliken_charge:R:1
V 13.259 16.424 10.816 0.35
O 12.393 15.921 12.195 -0.32
C 11.090 15.276 12.008 3.38
C 10.640 15.437 10.504 -1.02
C 10.684 16.885 10.060 0.08
C 9.575 17.639 9.753 -0.77
C 9.740 18.989 9.423 -0.89
C 10.999 19.579 9.544 -1.30
C 12.109 18.845 9.866 0.28
C 13.364 19.552 10.413 -1.18
C 14.672 18.872 10.510 2.31
O 14.387 17.488 11.202 -0.05
C 15.396 18.543 9.272 0.47
C 14.686 18.304 8.143 -0.22
C 15.267 17.913 6.970 -1.16
C 16.643 17.796 6.881 -1.07
C 17.394 18.052 8.039 -0.50
C 16.777 18.373 9.249 -0.64
C 15.563 19.547 11.489 -0.79
C 16.218 18.937 12.548 0.23
C 17.028 19.693 13.390 -0.88
C 17.203 21.055 13.176 -0.62
C 16.713 21.628 11.972 -1.07
C 15.854 20.895 11.171 -0.26
N 11.913 17.506 10.038 1.26
C 11.225 13.827 12.467 -0.86
C 10.783 12.793 11.626 0.25
C 10.990 11.470 11.953 -1.00
C 11.608 11.149 13.169 -0.62
C 12.023 12.124 14.021 -1.19
C 11.873 13.479 13.664 -0.27
C 10.096 16.024 12.865 -0.49
C 8.962 15.361 13.251 -0.34
C 7.933 15.979 13.951 -0.82
C 8.055 17.351 14.315 -0.67
C 9.175 18.060 13.836 -0.92
C 10.167 17.388 13.100 -0.15
H 9.642 15.032 10.317 0.93
H 11.349 14.825 9.898 0.07
H 8.581 17.230 9.690 0.60
H 8.877 19.549 9.103 0.51
H 11.148 20.633 9.393 0.60
H 13.012 19.742 11.448 0.40
H 13.545 20.520 9.925 0.63
H 13.633 18.468 8.079 0.38
H 14.684 17.813 6.093 0.57
H 17.163 17.607 5.957 0.50
H 18.477 18.001 8.046 0.48
H 17.393 18.521 10.109 0.63
H 16.133 17.883 12.680 0.71
H 17.541 19.181 14.244 0.41
H 17.768 21.654 13.907 0.42
H 16.893 22.662 11.719 0.49
H 15.456 21.285 10.256 0.41
H 10.139 12.985 10.780 0.37
H 10.511 10.679 11.393 0.55
H 11.649 10.118 13.439 0.57
H 12.342 11.826 15.011 0.46
H 12.289 14.233 14.317 0.59
H 8.904 14.268 13.022 0.28
H 7.130 15.339 14.312 0.43
H 7.346 17.788 14.969 0.48
H 9.318 19.114 14.090 0.44
H 11.033 17.921 12.773 0.29
F 14.045 7.500 10.106 -0.26
C 13.004 8.148 9.672 0.79
F 12.892 7.891 8.348 -0.27
F 11.927 7.691 10.293 -0.25
C 13.167 9.670 9.803 0.33
C 12.567 10.531 8.899 -0.85
C 12.914 11.881 8.877 -0.65
C 13.797 12.359 9.856 0.23
C 14.392 11.491 10.779 -0.82
C 14.093 10.147 10.721 -0.60
C 13.907 13.740 9.965 1.04
C 13.945 14.956 9.813 -0.68
H 11.949 10.169 8.105 0.52
H 12.522 12.550 8.125 0.55
H 15.039 11.946 11.548 0.69
H 14.556 9.460 11.430 0.45
S 17.142 15.777 11.179 -0.51
Sb 19.307 15.439 10.987 1.46
C 20.129 13.882 9.881 0.49
C 20.878 12.868 10.471 -0.52
C 21.575 11.993 9.610 -0.57
C 21.485 12.084 8.233 -0.51
C 20.639 13.047 7.641 -0.55
C 19.940 13.923 8.487 -0.95
C 20.167 15.167 12.951 0.39
C 21.513 15.103 13.241 -0.21
C 21.886 15.030 14.563 -0.70
C 20.913 15.019 15.558 -0.50
C 19.560 15.145 15.254 -0.58
C 19.183 15.217 13.938 -0.65
C 20.280 17.214 10.250 0.55
C 21.155 17.168 9.198 -0.48
C 21.745 18.344 8.748 -0.51
C 21.522 19.547 9.423 -0.76
C 20.632 19.567 10.523 -0.42
C 19.970 18.390 10.931 -0.82
H 20.992 12.814 11.553 0.50
H 22.164 11.180 9.996 0.40
H 21.969 11.360 7.590 0.39
H 20.494 13.062 6.567 0.41
H 19.249 14.614 8.085 0.67
H 22.182 15.086 12.378 0.44
H 22.909 14.975 14.844 0.45
H 21.274 15.053 16.603 0.34
H 18.741 15.207 16.004 0.37
H 18.178 15.399 13.644 0.32
H 21.379 16.211 8.717 0.38
H 22.453 18.277 7.970 0.50
H 21.990 20.476 9.064 0.38
H 20.360 20.468 11.039 0.46
H 19.319 18.396 11.820 0.41
```



Density functional theory data (the ωB97M-V functional and the def2-TZVPD basis) for a molecular structure, C19H16INOPRuSe2Te2.

Output
* HOMO level (spin up / spin down): -6.24 / -7.30 eV
* multiplicity: 6
* E: -6936.43080 Ha
* charge: 0
* expectation value of S²: 8.794
* lowest unoccupied orbital energy (spin up / spin down): -0.684 / -2.059 eV

The geometry in XYZ format:
```
44
Properties=species:S:1:pos:R:3:nbo_charge:R:1
Ru 0.252 2.601 0.541 0.56
Se 2.650 2.540 -0.346 -0.47
Te 4.054 4.512 0.051 0.22
Te 2.154 6.498 -0.047 0.31
Se 0.134 5.173 -0.286 -0.48
O -2.440 3.873 0.359 -0.56
N -1.968 2.578 0.063 -0.19
C -2.822 1.698 0.494 0.11
C -2.754 0.280 0.336 -0.10
C -3.966 -0.429 0.462 -0.16
C -4.023 -1.790 0.279 -0.20
C -2.863 -2.504 -0.006 -0.19
C -1.658 -1.839 -0.098 -0.17
C -1.586 -0.458 0.056 -0.32
P 0.074 0.278 -0.019 0.95
C 0.689 -0.419 -1.578 -0.36
C 0.296 0.229 -2.748 -0.13
C 0.683 -0.270 -3.977 -0.22
C 1.479 -1.403 -4.040 -0.20
C 1.875 -2.045 -2.880 -0.19
C 1.480 -1.561 -1.647 -0.22
C 1.015 -0.617 1.248 -0.38
C 2.404 -0.482 1.218 -0.19
C 3.182 -0.973 2.245 -0.21
C 2.583 -1.613 3.318 -0.20
C 1.209 -1.775 3.341 -0.21
C 0.421 -1.268 2.324 -0.14
H -2.255 4.440 -0.408 0.49
H -3.721 2.096 0.964 0.21
H -4.869 0.120 0.686 0.22
H -4.966 -2.310 0.360 0.22
H -2.899 -3.573 -0.141 0.22
H -0.748 -2.390 -0.299 0.23
H -0.308 1.129 -2.679 0.21
H 0.375 0.226 -4.887 0.22
H 1.798 -1.785 -4.997 0.22
H 2.497 -2.927 -2.930 0.22
H 1.797 -2.064 -0.744 0.23
H 2.877 0.013 0.377 0.23
H 4.253 -0.845 2.216 0.22
H 3.187 -1.981 4.133 0.22
H 0.742 -2.287 4.169 0.21
H -0.654 -1.374 2.368 0.21
I 0.336 2.701 3.149 -0.41
```